Here is a structure of composition C23H26N5PdS2 at a distorted geometry from OMol25. Energies are from ωB97M-V with the def2-TZVPD basis set.

Element x y z (Å)
Pd 0.818 -0.476 -1.442
S -2.206 2.579 -2.358
S 3.433 -2.857 1.474
N 1.044 -1.202 1.166
N -0.563 0.994 -1.154
N 0.985 -2.212 2.126
N 2.085 -3.208 3.805
N 2.457 -1.472 -1.964
C -1.548 1.027 1.218
C -2.634 2.677 4.209
C -3.505 2.438 1.404
C 4.671 -2.938 -2.717
C -1.477 1.397 -0.151
C -2.432 2.252 -0.712
C -2.563 1.563 2.010
C 0.763 0.101 -3.400
C 1.443 -0.329 -4.535
C -0.832 1.545 -2.342
C -0.115 1.218 -3.531
C -3.463 2.714 0.065
C 0.584 1.566 -5.819
C 4.563 -1.605 -3.082
C 2.135 -2.791 2.514
C 3.534 -3.589 -2.188
C 2.458 -2.816 -1.791
C 1.395 0.444 -5.712
C 3.501 -0.864 -2.580
C -0.212 1.949 -4.719
C -1.819 0.379 4.169
C -4.251 0.893 3.713
C -2.805 1.336 3.508
H -1.601 3.032 4.049
H -0.944 2.729 -4.888
H 0.460 2.116 -6.754
H 3.436 0.212 -2.742
H -4.989 1.643 3.345
H -4.465 -0.042 3.198
H 0.796 -0.279 1.623
H 3.479 -4.673 -2.172
H 2.819 -3.861 4.090
H -1.950 -0.636 3.742
H -2.054 0.323 5.241
H -0.754 0.655 4.034
H 5.611 -3.497 -2.913
H 2.096 -1.205 -4.562
H 5.287 -1.101 -3.730
H 1.926 0.067 -6.606
H 1.557 -2.708 4.542
H -2.797 2.586 5.297
H 0.088 -2.395 2.571
H 1.587 -3.207 -1.274
H -4.247 3.274 -0.451
H -4.271 2.881 2.035
H 2.033 -1.177 0.902
H -4.421 0.765 4.812
H -0.789 0.340 1.593
H -3.337 3.441 3.832

Computed properties:
Total charge: +1
HOMO energy (spin up / spin down) in eV: -9.58 / -10.98
Molar mass in g/mol: 543.05
2S+1: 3